{"formula": "C4H9NO2", "method": "ωB97M-V/def2-TZVPD", "charge": 0, "orbital_gap_ev": 9.9700, "relative_energy_kcal_mol": 47.2, "multiplicity": 1, "energy_ha": -363.0104, "smiles": "CCNC(=O)OC", "symbols": ["C", "C", "N", "C", "O", "O", "C", "H", "H", "H", "H", "H", "H", "H", "H", "H"], "coordinates": [[2.2820, 0.2896, -0.2621], [1.0152, 0.3292, 0.5540], [-0.1075, 0.0975, -0.2902], [-0.5958, -1.1728, -0.5290], [0.0573, -2.1789, -0.6672], [-1.9428, -1.0639, -0.5296], [-2.3851, 0.1256, 0.2919], [2.2318, 1.0661, -1.0367], [3.1615, 0.4515, 0.3581], [2.3312, -0.6872, -0.7545], [0.9897, -0.4473, 1.3284], [0.8568, 1.2927, 1.0646], [-0.2755, 0.7254, -1.0602], [-3.4169, 0.1614, -0.0016], [-2.2231, -0.1441, 1.3386], [-1.9786, 1.1552, 0.1956]], "atomic_forces_ev_per_a": [[0.37, 0.02, 0.03], [0.40, 0.01, 0.03], [0.72, -0.04, -0.35], [0.43, 0.34, 0.17], [-0.98, 0.31, 0.23], [-0.05, 0.99, 0.35], [-0.75, -0.65, -0.13], [0.15, -0.12, 0.14], [0.19, 0.00, -0.11], [0.18, 0.19, 0.09], [0.19, 0.13, -0.14], [0.22, -0.18, -0.10], [0.01, 0.25, 0.19], [-0.68, -0.06, 0.40], [-0.34, -0.07, -0.15], [-0.05, -1.12, -0.68]], "nbo_charge": [-0.6185, -0.2080, -0.7069, 0.8944, -0.5810, -0.5143, -0.2586, 0.1955, 0.2074, 0.2295, 0.2057, 0.1846, 0.3903, 0.1928, 0.1905, 0.1965]}

{"formula": "C9H15Cl3N2O2RhSe2Si", "method": "ωB97M-V/def2-TZVPD", "charge": 1, "orbital_gap_ev": 7.7075, "relative_energy_kcal_mol": 7.3, "multiplicity": 1, "energy_ha": -7195.3818, "symbols": ["Rh", "C", "Se", "C", "C", "Se", "C", "H", "H", "H", "H", "H", "H", "H", "H", "H", "H", "Cl", "Si", "Cl", "Cl", "C", "N", "C", "C", "C", "O", "N", "C", "O", "H", "H", "H", "H", "H"], "coordinates": [[-0.8231, -0.9782, -0.2151], [2.7461, -1.2401, -0.4572], [1.1298, -2.2766, -0.8123], [1.2927, -3.3561, 0.8251], [1.4616, -2.5027, 2.0683], [-0.1852, -1.4896, 2.3781], [0.4724, 0.2300, 3.0123], [3.4699, -2.0122, -0.1975], [2.6300, -0.5111, 0.3387], [3.0066, -0.7380, -1.3804], [2.1484, -4.0227, 0.7081], [0.3931, -3.9724, 0.8609], [2.2702, -1.7851, 1.9647], [1.6659, -3.1212, 2.9402], [0.9056, 0.1223, 4.0021], [-0.4031, 0.8734, 3.0565], [1.1957, 0.6359, 2.3099], [-3.1922, -1.2080, -3.0296], [-2.0367, -2.1236, -1.6528], [-1.4489, -3.9526, -2.2793], [-2.9108, -2.3472, 0.2689], [-2.7225, 3.3968, -0.3366], [-1.4879, 2.7461, -0.7786], [-0.5143, 3.4089, -1.4992], [0.5804, 2.7822, -1.9545], [0.7754, 1.3571, -1.7224], [1.6891, 0.6986, -2.1868], [-0.2030, 0.7805, -0.9244], [-1.3025, 1.4338, -0.5234], [-2.1497, 0.7193, 0.0982], [-2.5646, 4.4711, -0.3660], [-2.9515, 3.0922, 0.6806], [-3.5507, 3.1276, -0.9895], [-0.7111, 4.4572, -1.6727], [1.3251, 3.3043, -2.5341]], "atomic_forces_ev_per_a": [[0.13, 0.37, 0.77], [-0.02, -0.23, -0.15], [0.20, -0.09, 0.34], [0.03, -0.04, 0.04], [-0.17, 0.20, -0.03], [-0.02, 0.25, 0.20], [0.16, -0.16, 0.01], [0.11, 0.13, 0.06], [-0.11, -0.02, -0.03], [0.01, -0.08, 0.06], [0.00, 0.04, -0.16], [0.01, 0.00, 0.03], [0.07, -0.07, 0.04], [-0.10, -0.04, -0.01], [-0.01, 0.02, 0.00], [0.00, 0.00, 0.01], [0.00, 0.02, 0.01], [-0.03, -0.19, 0.13], [-0.18, 0.51, -0.38], [-0.11, 0.04, -0.08], [0.02, -0.49, -0.35], [0.05, 0.03, -0.02], [0.01, -0.07, 0.10], [0.05, -0.11, -0.03], [-0.06, 0.13, 0.04], [0.17, -0.25, -0.30], [-0.29, 0.17, 0.03], [-0.01, 0.11, -0.36], [-0.11, 0.03, 0.00], [0.25, -0.22, -0.01], [-0.03, 0.00, 0.00], [-0.01, -0.02, -0.01], [-0.01, 0.00, 0.01], [0.03, 0.00, -0.01], [0.00, 0.01, 0.01]], "nbo_charge": [0.2933, -0.7757, 0.6559, -0.5850, -0.5763, 0.3403, -0.7690, 0.2287, 0.2241, 0.2909, 0.2505, 0.2441, 0.2317, 0.2537, 0.2419, 0.2471, 0.2238, -0.2921, 1.2205, -0.3038, -0.2645, -0.4031, -0.3990, 0.0836, -0.3577, 0.6302, -0.6167, -0.5809, 0.7468, -0.6534, 0.2223, 0.2345, 0.2243, 0.2307, 0.2581]}